{"formula": "C22H35CdNO3P2S", "method": "the ωB97M-V functional and the def2-TZVPD basis", "max_force_ev_per_a": 3.659, "energy_ev": -64985.068, "species": ["C", "C", "H", "H", "H", "C", "C", "H", "O", "H", "H", "H", "H", "H", "H", "C", "C", "H", "H", "H", "H", "H", "C", "H", "S", "C", "C", "O", "H", "H", "H", "P", "Cd", "H", "C", "C", "C", "H", "H", "H", "H", "C", "C", "C", "C", "H", "C", "C", "H", "H", "H", "C", "P", "H", "C", "H", "N", "O", "H", "H", "H", "C", "H", "C", "H"], "coordinates": [[-1.477236, -0.830207, -3.056386], [1.351167, 0.992781, 3.654619], [-5.688305, -1.157605, -4.000293], [-1.676145, 0.976681, -1.563831], [3.785862, -1.257944, -1.831488], [2.162278, 1.386428, -5.875762], [2.791138, 3.521643, -4.314524], [2.770487, 4.100211, -3.379060], [3.565961, -0.203311, 2.845963], [0.238658, 0.470440, -6.340182], [-5.288668, -2.376843, -2.116481], [-2.578685, -0.489288, -1.191749], [2.001855, 2.269107, -6.529490], [-3.121656, -3.449707, -1.617671], [3.832675, 3.253977, -4.562796], [-3.364307, 0.803712, -2.779131], [-1.279847, 1.041739, 4.518634], [-4.489199, -0.923290, -1.710687], [0.404496, -2.625378, -6.638223], [2.765888, -2.434560, -6.793467], [-1.491403, -0.554437, -4.149954], [-0.183564, 3.337975, -3.806313], [-4.425037, -1.769286, -2.408674], [-0.408311, -0.740089, -2.785798], [2.934829, 1.092215, 2.858439], [0.950234, 1.450554, 1.369183], [-3.132579, -2.561650, -2.275578], [0.289529, 1.501002, 0.276882], [2.272963, -1.271445, -0.910936], [-3.659678, 1.776380, -2.295800], [-1.296475, -2.949212, -3.405465], [1.824106, 1.962339, -4.030922], [2.032259, 1.423730, -1.512020], [3.847504, -1.292719, -5.933326], [-4.614698, -1.134337, -3.813099], [0.169325, -2.117618, -5.691414], [-0.982340, 1.170023, 3.160930], [-0.550970, 1.830919, -4.641969], [3.808663, -0.222034, -0.370955], [1.934276, 0.742790, 5.744067], [3.321546, -2.783085, -5.121889], [-2.237760, 0.133601, -2.060177], [-2.019842, -2.226186, -2.999061], [-0.220684, 0.890657, 5.438661], [-4.062067, 0.277623, -3.813777], [-0.137952, -2.922065, -5.021930], [1.116676, 0.847729, 5.022515], [0.354994, 1.320139, 2.747368], [1.593071, -0.175210, -7.294083], [-4.205008, -1.703516, -4.670473], [-4.363434, 0.910238, -4.682230], [2.998253, -1.985530, -5.810673], [1.554544, -1.135418, -4.984969], [-1.766688, 1.077498, 2.407772], [0.190761, 2.617824, -4.528293], [-2.303412, 0.973297, 4.891922], [2.301503, 1.462427, 1.362949], [3.603916, 2.197605, 3.488623], [0.342185, 3.088434, -5.499514], [-0.710776, -1.472495, -5.789236], [-0.421435, 0.743149, 6.486404], [3.135138, -0.615743, -1.214658], [2.371558, 4.137719, -5.131356], [1.306340, 0.204640, -6.297461], [3.226131, 1.097777, -5.879915]], "atomic_forces_ev_per_a": [[-0.36, 1.53, -0.61], [0.01, 0.96, 0.68], [-0.11, 0.78, -0.10], [0.13, -1.07, -0.86], [-0.38, 0.78, -0.45], [0.44, -0.36, 0.83], [0.15, 0.12, 0.55], [0.23, 0.08, -0.37], [0.00, 0.53, -0.19], [0.34, -0.04, 0.07], [0.31, -0.31, -0.35], [0.45, 0.45, -0.58], [0.26, -0.29, 0.62], [-0.39, -0.15, -1.26], [-0.37, 0.20, 0.22], [-1.00, 1.02, 0.28], [0.87, -0.46, 0.17], [-0.02, -0.24, 0.02], [0.01, 0.51, 0.07], [-0.09, 0.29, 0.44], [-0.16, 0.74, 1.13], [-0.12, 0.12, 0.04], [0.25, 0.29, 0.38], [-0.31, -0.94, 0.01], [-1.13, -0.03, -0.03], [1.29, -0.16, -0.95], [0.80, -0.22, -0.84], [0.64, 0.38, 0.52], [0.93, 0.76, 0.33], [0.89, -0.17, -1.63], [-0.28, -0.17, 1.16], [-0.22, 1.42, -3.37], [0.38, -2.41, 1.34], [-0.33, -0.20, 0.14], [1.16, -0.64, -0.15], [-0.39, -1.05, 0.32], [-0.03, 0.29, -0.39], [-0.07, -0.11, 0.14], [-1.37, -1.09, -0.76], [-0.34, -0.13, -0.40], [0.05, 0.20, -0.35], [-0.28, -0.47, 0.41], [0.28, -0.72, 1.68], [0.28, 0.06, -0.52], [-0.78, 0.80, -0.27], [0.10, -0.01, 0.05], [-0.50, 0.02, -0.31], [-0.52, -1.70, 0.27], [-0.07, 0.14, 0.37], [-0.02, -0.28, 0.64], [-0.64, -0.10, 1.24], [0.17, -0.24, 0.42], [-0.25, 0.10, -1.83], [0.13, 0.52, 0.20], [-0.31, 0.06, 0.32], [0.28, 0.03, -0.32], [-0.74, -0.01, 0.23], [0.44, 0.00, -0.48], [-0.21, 0.16, 0.09], [0.24, -0.17, -0.20], [-0.20, 0.11, 0.19], [0.28, 0.75, 1.20], [0.14, -0.40, 0.39], [0.30, -0.03, 0.63], [-0.25, 0.20, -0.23]]}